1.
C47H58BaFN3O3 as an isolated structure at a distorted geometry, computed with ωB97M-V with the def2-TZVPD basis set.

Each line ends with the Löwdin charge.
Element x y z (Å)
1 Ba -0.249671 -0.180851 -0.738812  2.090
2 C -0.676883 4.484675 0.116104  -0.040
3 C -1.797493 3.570201 -0.330501  -0.187
4 C -2.439759 2.736813 0.592295  -0.198
5 C -2.164104 2.892049 2.073944  -0.035
6 C -3.363095 1.782036 0.148110  -0.201
7 C -3.938954 0.779283 1.126441  -0.052
8 C -3.721047 1.727918 -1.206739  -0.184
9 C -4.772072 0.738970 -1.665765  -0.030
10 C -3.127094 2.611272 -2.119434  -0.188
11 C -3.494506 2.562491 -3.587453  -0.052
12 C -2.174500 3.537381 -1.676826  -0.180
13 C -1.562290 4.525737 -2.646135  -0.037
14 H -0.197333 4.113139 1.020015  0.068
15 H -1.027782 5.502771 0.316876  0.093
16 H 0.097634 4.548090 -0.647806  0.080
17 H -1.328983 2.270549 2.417711  0.089
18 H -3.037777 2.620304 2.663916  0.077
19 H -1.920174 3.924751 2.317572  0.078
20 H -3.241330 0.569503 1.937852  0.071
21 H -4.145913 -0.172807 0.638301  0.063
22 H -4.873762 1.128070 1.578329  0.100
23 H -4.329718 -0.228563 -1.934348  0.088
24 H -5.315872 1.107043 -2.533647  0.075
25 H -5.508654 0.555869 -0.884303  0.077
26 H -4.301088 3.264872 -3.823351  0.098
27 H -3.824454 1.572248 -3.888761  0.046
28 H -2.644330 2.816355 -4.218534  0.071
29 H -0.648011 4.133156 -3.104916  0.097
30 H -1.300170 5.456783 -2.145831  0.074
31 H -2.252980 4.775140 -3.449323  0.072
32 C 1.387825 -0.316989 3.556092  -0.056
33 C 0.846526 -1.305435 2.521911  -0.382
34 C 1.933734 -2.278307 2.058744  -0.043
35 C -0.380281 -2.055671 3.052748  -0.133
36 C -0.363186 -2.518233 4.362752  -0.044
37 C -1.460083 -3.163616 4.915227  -0.073
38 C -2.616920 -3.289414 4.167686  -0.045
39 C -2.680665 -2.852865 2.845699  -0.139
40 C -4.030115 -2.900781 2.131438  -0.382
41 C -5.073720 -2.089891 2.909457  -0.067
42 C -4.531481 -4.333510 1.935480  -0.059
43 C -1.523363 -2.297280 2.268063  -0.172
44 N -1.470855 -1.967772 0.881970  -0.083
45 C -1.840576 -2.905180 0.053331  -0.129
46 C -1.934783 -2.841877 -1.379294  -0.344
47 C -2.391923 -3.889008 -2.188121  -0.050
48 C -2.359694 -3.423322 -3.501877  -0.043
49 C -1.866985 -2.103454 -3.437491  -0.298
50 N -1.620646 -1.740428 -2.173436  -0.125
51 C -1.651908 -1.160103 -4.596991  -0.542
52 C -1.072819 0.168481 -4.117366  -0.068
53 C -0.687973 -1.791099 -5.608572  -0.042
54 C -3.000461 -0.915405 -5.289502  -0.041
55 H 2.049295 0.403335 3.075469  0.051
56 H 1.954286 -0.832916 4.335615  0.079
57 H 0.578973 0.239646 4.034173  0.091
58 H 0.542771 -0.719582 1.657352  0.028
59 H 2.242845 -2.915337 2.891951  0.085
60 H 2.809023 -1.736025 1.687662  0.078
61 H 1.575356 -2.921848 1.252304  0.084
62 H 0.527476 -2.375749 4.963865  0.108
63 H -1.420744 -3.537480 5.931102  0.101
64 H -3.496680 -3.736824 4.619811  0.109
65 H -3.922109 -2.440347 1.151395  0.104
66 H -5.358670 -2.601249 3.833080  0.076
67 H -5.977583 -1.954502 2.309404  0.082
68 H -4.691111 -1.104152 3.180433  0.071
69 H -4.614158 -4.849462 2.895567  0.076
70 H -3.861508 -4.917851 1.301361  0.069
71 H -5.519093 -4.333357 1.467775  0.082
72 H -2.108711 -3.880131 0.469830  0.124
73 H -2.718872 -4.860227 -1.839441  0.101
74 H -2.652088 -3.962335 -4.391941  0.097
75 H -0.075685 0.038037 -3.687258  0.059
76 H -1.720321 0.634604 -3.367471  0.052
77 H -0.976654 0.866238 -4.953636  0.096
78 H 0.275305 -2.008691 -5.140408  0.091
79 H -0.517993 -1.111122 -6.449364  0.084
80 H -1.089916 -2.727348 -6.001768  0.080
81 H -3.734155 -0.522151 -4.580927  0.070
82 H -3.402717 -1.844594 -5.698929  0.082
83 H -2.888820 -0.196829 -6.108308  0.087
84 C 7.276689 -1.004539 -0.379864  -0.028
85 C 7.079903 0.482760 -0.648003  -0.314
86 C 8.144677 1.352693 -0.001591  -0.139
87 C 8.005649 1.345783 1.513024  -0.128
88 C 6.616888 1.777923 1.904064  -0.133
89 C 6.377599 2.407390 3.102332  0.053
90 C 5.082785 2.774655 3.460878  -0.260
91 F 4.906595 3.391925 4.644450  0.066
92 C 4.012065 2.509611 2.665482  0.064
93 C 4.229901 1.867255 1.438172  -0.046
94 C 3.068356 1.499300 0.613812  -0.313
95 O 1.903501 1.705099 0.981865  0.005
96 C 3.388239 0.825626 -0.625882  -0.048
97 C 4.670678 0.564846 -0.957670  0.025
98 N 5.733865 0.912860 -0.197718  0.011
99 C 5.526771 1.524313 1.043607  -0.067
100 C 2.197690 0.319074 -1.365761  -0.761
101 O 1.971045 -0.933104 -1.301246  -0.211
102 O 1.369316 1.159783 -1.821468  -0.252
103 H 8.287901 -1.309801 -0.657173  0.089
104 H 6.571288 -1.601878 -0.959507  0.082
105 H 7.115775 -1.237902 0.674230  0.087
106 H 7.108483 0.654073 -1.723765  0.145
107 H 8.041039 2.377452 -0.367720  0.129
108 H 9.125512 0.988762 -0.308913  0.121
109 H 8.738841 2.008445 1.972298  0.121
110 H 8.198631 0.341034 1.898725  0.121
111 H 7.193978 2.616255 3.784436  0.133
112 H 3.003016 2.775974 2.952029  0.135
113 H 4.918120 0.058478 -1.884778  0.154

Cartesian forces, eV/Å:
-3.06 0.61 1.30
-0.05 -0.01 0.00
0.10 0.01 0.06
0.07 -0.06 0.06
0.05 -0.06 -0.05
0.05 -0.15 -0.02
0.01 0.03 -0.04
-0.01 -0.01 -0.03
0.04 -0.02 0.03
0.02 -0.05 -0.04
-0.04 0.07 0.03
0.07 0.01 -0.05
0.01 -0.06 0.02
-0.01 -0.01 -0.04
-0.01 -0.04 -0.01
-0.03 -0.01 0.01
-0.03 0.02 -0.03
0.01 -0.01 -0.01
0.01 -0.02 -0.01
-0.01 0.00 -0.02
0.01 0.03 0.00
0.02 0.01 -0.02
0.00 0.05 0.01
0.01 0.00 0.02
0.02 0.00 -0.01
0.02 -0.01 0.03
0.00 0.02 0.01
-0.02 -0.01 0.02
-0.04 -0.01 0.02
0.00 -0.03 0.00
0.00 0.00 0.02
0.07 0.01 0.00
-0.26 -0.37 0.24
0.02 0.04 -0.06
0.12 0.14 0.01
-0.02 -0.03 0.03
0.01 0.03 -0.06
-0.02 -0.03 -0.01
-0.09 0.06 0.03
0.08 -0.11 0.18
0.00 0.03 0.04
0.00 -0.02 -0.07
0.11 -0.03 -0.39
-0.26 -0.42 0.16
0.07 0.13 -0.23
0.04 0.24 0.38
-0.07 -0.11 -0.20
0.05 -0.02 0.17
-0.13 -0.19 0.08
-0.49 -0.59 -0.07
-0.06 -0.03 -0.10
0.01 0.00 0.10
0.08 -0.02 -0.01
-0.04 0.06 0.00
0.03 -0.05 0.01
-0.04 0.04 -0.01
0.02 -0.02 -0.02
-0.07 0.04 0.13
0.00 0.03 -0.04
-0.04 -0.02 0.03
-0.01 0.01 0.03
-0.04 0.00 -0.01
-0.01 0.03 -0.02
0.05 0.04 -0.02
0.01 0.02 -0.04
0.01 0.03 -0.04
0.03 -0.03 0.03
-0.02 -0.03 -0.03
-0.01 0.02 -0.04
-0.01 0.02 0.04
0.03 0.01 0.02
0.00 -0.04 -0.08
0.04 0.06 -0.04
0.03 0.02 0.05
-0.01 0.00 -0.07
0.05 -0.04 -0.06
0.00 -0.03 0.03
-0.03 0.02 -0.02
-0.02 -0.03 0.03
0.01 0.03 0.02
0.03 -0.02 -0.03
0.02 0.03 0.02
-0.01 -0.05 0.03
-0.02 -0.07 0.04
-0.18 -0.01 0.13
-0.01 0.12 0.01
-0.08 0.03 -0.02
0.04 -0.01 -0.01
0.04 0.02 0.06
0.13 -0.01 0.09
0.00 0.03 0.03
-0.15 -0.03 -0.14
-0.15 0.00 -0.01
-0.20 0.06 -0.06
0.20 -0.17 0.00
0.04 0.16 0.33
-0.02 0.03 -0.12
0.17 0.09 0.27
0.23 -0.22 -0.36
0.66 -0.01 -0.64
1.01 0.74 -0.40
1.81 0.11 -0.59
-0.04 0.02 0.01
0.00 0.02 0.03
0.04 0.00 -0.03
-0.05 0.02 -0.07
0.01 -0.02 -0.01
0.00 0.01 0.00
0.01 -0.01 0.00
0.03 0.01 0.03
-0.04 0.01 -0.03
0.03 -0.03 -0.01
-0.04 -0.04 0.07

Strongest force on any atom (eV Å⁻¹): 3.4
Frontier orbital gap (hartree): 0.2571
LUMO level (hartree): 0.0007
Energy above the lowest of the compared OMol25 structures with the same formula, charge and spin (eV): 1.4211

2.
H20KrO10 as an isolated structure, computed with ωB97M-V with the def2-TZVPD basis set.

Each line ends with the Löwdin charge.
Element x y z (Å)
1 Kr 0.291894 0.004782 -0.460785  0.302
2 O -2.110356 3.047912 -1.428135  -0.060
3 H -2.466146 2.445272 -0.775075  0.019
4 H -1.458076 3.560942 -0.951095  -0.004
5 O -2.326726 -1.252728 2.400645  -0.079
6 H -2.666476 -1.340468 1.510075  -0.027
7 H -1.925876 -0.383728 2.420055  -0.040
8 O -3.558646 -1.730648 -0.151815  -0.054
9 H -3.013446 -2.153338 -0.815375  0.002
10 H -4.352716 -2.264098 -0.118265  0.050
11 O -1.130686 1.237522 2.918085  -0.051
12 H -1.007366 0.803652 3.762345  0.054
13 H -1.957606 1.710802 3.010015  0.056
14 O 0.630784 3.509952 0.130095  -0.055
15 H 1.401234 4.064802 0.008525  0.046
16 H 0.680234 3.227362 1.043285  0.042
17 O 3.076544 -1.136388 1.169825  -0.083
18 H 2.326024 -1.645628 0.863815  -0.054
19 H 2.689974 -0.404198 1.650135  0.012
20 O 0.874054 -2.886468 0.443135  -0.098
21 H 1.314034 -3.637288 0.044475  0.074
22 H 0.536194 -3.219868 1.274355  0.072
23 O 3.266074 0.231392 -3.983465  -0.060
24 H 3.858984 0.857682 -4.398755  0.025
25 H 2.848184 0.727142 -3.279315  -0.012
26 O 2.714654 2.240562 -1.615685  -0.062
27 H 2.107964 2.235352 -0.875325  -0.042
28 H 3.521894 2.613922 -1.261835  0.044
29 O -1.529486 -3.351378 -1.182155  -0.051
30 H -0.827806 -2.979958 -0.647435  -0.017
31 H -1.807306 -4.132878 -0.704345  0.052

Cartesian forces, eV/Å:
-0.17 0.20 -0.10
-0.23 0.05 -0.23
-0.10 -0.21 0.10
0.39 0.10 0.13
0.11 -0.39 0.52
-0.40 -0.24 -0.61
0.24 0.30 -0.09
-0.39 0.46 0.34
0.61 -0.33 -0.35
-0.26 -0.02 0.10
0.27 0.16 -0.26
0.13 -0.10 0.37
-0.28 0.23 0.04
-0.07 -0.16 -0.13
0.14 0.36 -0.14
-0.15 -0.14 0.38
0.54 0.15 0.18
-0.39 -0.26 -0.18
-0.05 0.16 0.09
-0.14 0.03 -0.14
0.28 -0.28 -0.24
-0.16 -0.01 0.47
0.04 -0.35 -0.24
0.10 0.12 -0.09
-0.13 0.27 0.41
0.18 0.03 -0.33
-0.50 -0.07 0.16
0.33 -0.03 -0.01
-0.39 -0.08 -0.53
0.54 0.28 0.29
-0.10 -0.24 0.10

Strongest force on any atom (eV Å⁻¹): 0.8
Frontier orbital gap (hartree): 0.3924
LUMO level (hartree): -0.0017
Energy above the lowest of the compared OMol25 structures with the same formula, charge and spin (eV): 0.7628

Q: Which of these has the highest frontier orbital gap?
A: H20KrO10

Q: Among the records above, which one has the lowest frontier orbital gap?
A: C47H58BaFN3O3

Q: Which formula does entry 1 have?
A: C47H58BaFN3O3

Q: Look up the LUMO level of the second one.
A: -0.0017 hartree